*1*
Molecular formula: C36H39N6O8S4Sr
Method: DFT, ωB97M-V with the def2-TZVPD basis set

Each line ends with the Löwdin charge.
Geometry (Å):
Sr: 0.3684 0.1016 1.9043  1.36
O: 1.6203 2.1766 5.4650  0.00
C: 1.3507 1.7163 4.1882  -0.84
O: 1.0546 0.4902 4.0595  -0.30
C: 0.4818 2.7396 3.4719  -0.26
C: 0.7553 4.1131 3.5088  -0.01
C: -0.0515 4.9687 2.7985  -0.03
C: -1.1559 4.4575 2.1149  0.01
C: -1.3669 3.0983 2.1674  -0.18
N: -0.5419 2.2453 2.7880  0.06
C: -2.6210 2.4482 1.6584  -0.47
O: -3.5051 3.3320 1.1364  0.10
O: -2.8575 1.2790 1.7629  0.13
H: 2.1029 1.4479 5.8837  0.10
H: 1.6038 4.4535 4.0827  0.12
H: 0.1491 6.0320 2.7898  0.11
H: -1.8442 5.0942 1.5809  0.12
H: -4.2570 2.7845 0.8629  0.12
N: 3.3863 1.6828 -0.5621  0.01
C: 4.3625 0.5971 -0.6436  -0.29
C: 4.1355 -0.2241 -1.9022  -0.20
C: 2.8078 -0.9829 -1.9294  -0.20
C: 2.6759 -2.0462 -0.8317  -0.26
N: 1.6011 -1.7749 0.1254  -0.05
H: 3.6130 2.4013 -1.2424  0.07
H: 3.4352 2.1118 0.3556  0.00
H: 4.2390 -0.0179 0.2492  0.06
H: 5.3982 0.9649 -0.6275  0.11
H: 4.9564 -0.9418 -2.0065  0.11
H: 4.2023 0.4346 -2.7777  0.10
H: 2.7065 -1.4690 -2.9032  0.08
H: 1.9735 -0.2845 -1.8612  0.09
H: 3.5997 -2.1032 -0.2509  0.09
H: 2.5489 -3.0328 -1.3023  0.09
H: 1.6723 -2.4099 0.9153  0.02
H: 0.6999 -1.9574 -0.3103  0.02
O: 6.6406 0.1269 6.7143  -0.11
C: 5.8424 0.1939 5.8096  -1.06
S: 5.0516 1.6793 5.2932  0.93
C: 4.0971 0.9865 3.9835  -1.05
C: 4.1928 -0.3496 3.7669  -1.18
S: 3.4184 -1.3421 2.5927  0.47
S: 5.3022 -1.1835 4.8494  0.93
S: 3.1074 2.1133 3.0915  0.81
C: 0.2044 -3.2629 -2.4546  -0.06
O: 0.2473 -1.8548 -2.3014  -0.18
C: -0.2206 -1.1420 -3.3841  -0.22
C: 0.6100 -0.8535 -4.4540  0.00
C: 0.1559 -0.0706 -5.5057  -0.09
C: -1.1353 0.4345 -5.4692  -0.09
C: -1.9604 0.1591 -4.3925  -0.02
C: -1.5238 -0.6432 -3.3412  -0.18
N: -2.3918 -0.9914 -2.2933  0.14
C: -1.8848 -0.9581 -0.9393  -0.35
N: -2.1503 -2.1217 -0.3365  0.16
C: -1.9229 -2.6479 0.9738  -0.22
C: -1.0653 -2.0756 1.8965  -0.18
C: -0.9471 -2.7963 3.1017  -0.16
C: -1.6143 -3.9818 3.3570  -0.11
C: -2.4614 -4.5264 2.3915  -0.06
C: -2.6116 -3.8544 1.1937  -0.23
O: -3.4123 -4.3097 0.1554  -0.12
C: -4.0135 -5.5717 0.3098  -0.10
N: -1.2684 0.0607 -0.4430  0.13
C: -1.2637 1.2806 -1.1421  -0.21
C: -0.0394 1.9165 -1.3188  -0.02
C: 0.0670 3.1612 -1.9179  -0.08
C: -1.0729 3.8104 -2.3553  -0.09
C: -2.3139 3.2136 -2.1785  -0.03
C: -2.4179 1.9708 -1.5692  -0.23
O: -3.6367 1.3532 -1.3698  -0.12
C: -4.7710 1.9451 -1.9662  -0.09
H: 0.5640 -3.6847 -1.5187  0.09
H: 0.8502 -3.5842 -3.2773  0.10
H: -0.8210 -3.5978 -2.6401  0.10
H: 1.6220 -1.2346 -4.4345  0.10
H: 0.8131 0.1606 -6.3322  0.10
H: -1.4996 1.0615 -6.2721  0.10
H: -2.9617 0.5712 -4.3544  0.11
H: -3.2557 -0.4662 -2.3422  0.12
H: -2.6285 -2.7561 -0.9575  0.13
H: -0.2864 -2.4229 3.8808  0.08
H: -1.4780 -4.5007 4.2980  0.09
H: -2.9816 -5.4543 2.5808  0.09
H: -4.5370 -5.7799 -0.6215  0.09
H: -4.7326 -5.5731 1.1349  0.09
H: -3.2658 -6.3499 0.4910  0.09
H: 0.8600 1.4231 -0.9714  0.08
H: 1.0417 3.6147 -2.0344  0.10
H: -1.0111 4.7816 -2.8270  0.10
H: -3.1998 3.7338 -2.5115  0.10
H: -5.6111 1.3006 -1.7184  0.10
H: -4.6661 2.0088 -3.0550  0.09
H: -4.9526 2.9540 -1.5831  0.09

Results
M in g mol⁻¹: 899.63
HOMO level in eV: -3.64
Net charge: -1
HOMO-LUMO gap in eV: 5.5

---

*2*
Molecular formula: C36H39N6O8S4Sr
Method: DFT, ωB97M-V with the def2-TZVPD basis set

Each line ends with the Löwdin charge.
Geometry (Å):
Sr: -1.7142 -0.7426 0.3598  1.14
O: -4.4657 1.4288 3.4023  0.07
C: -3.9773 0.8596 2.2530  -0.52
O: -3.4051 -0.2413 2.3113  -0.12
C: -4.2028 1.5935 1.0685  -0.22
C: -4.9539 2.8037 0.9881  -0.02
C: -5.2734 3.2973 -0.2414  -0.09
C: -4.8590 2.6030 -1.4113  -0.05
C: -4.0522 1.4865 -1.2357  -0.24
N: -3.6936 1.0075 -0.0603  0.07
C: -3.4714 0.6785 -2.3626  -0.45
O: -3.8550 0.9732 -3.6124  0.14
O: -2.6959 -0.2261 -2.1761  0.03
H: -4.3033 0.7775 4.0936  0.11
H: -5.2772 3.2933 1.8957  0.11
H: -5.8508 4.2092 -0.3300  0.09
H: -5.1244 2.9925 -2.3857  0.09
H: -4.4513 1.7298 -3.5957  0.09
N: -0.7388 1.2137 2.2603  -0.01
C: -0.7574 0.8143 3.6744  -0.25
C: 0.1337 -0.4122 3.8410  -0.21
C: -0.4138 -1.5082 4.7423  -0.19
C: -1.6826 -2.1576 4.1713  -0.27
N: -1.5572 -2.5078 2.7588  0.00
H: 0.2240 1.2402 1.9228  0.04
H: -1.1238 2.1429 2.1284  0.08
H: -1.7869 0.5615 3.9221  0.08
H: -0.4445 1.6174 4.3557  0.11
H: 1.1417 -0.1155 4.1460  0.11
H: 0.2410 -0.8634 2.8570  0.05
H: -0.6400 -1.1468 5.7525  0.11
H: 0.3646 -2.2712 4.8505  0.10
H: -2.5154 -1.4557 4.2364  0.08
H: -1.9397 -3.0158 4.8083  0.10
H: -2.4668 -2.6790 2.3475  -0.01
H: -0.9820 -3.3273 2.6101  0.07
O: -4.5305 -7.0974 -3.0308  -0.08
C: -4.0777 -6.1417 -2.4528  -1.05
S: -2.4441 -5.5227 -2.7053  0.94
C: -2.4990 -4.1954 -1.5477  -1.17
C: -3.7118 -4.0422 -0.8492  -1.19
S: -4.0617 -2.8809 0.3065  0.58
S: -4.9674 -5.2135 -1.2430  0.94
S: -1.1276 -3.2633 -1.3547  0.62
C: 3.4424 -1.5648 -1.9111  -0.04
O: 3.0313 -0.2061 -1.8393  -0.08
C: 3.9670 0.7522 -1.7168  -0.22
C: 5.3262 0.5638 -1.9385  -0.01
C: 6.2118 1.6237 -1.7748  -0.10
C: 5.7597 2.8711 -1.3850  -0.10
C: 4.3997 3.0562 -1.1545  -0.02
C: 3.5017 2.0206 -1.3276  -0.17
N: 2.1106 2.2440 -1.1292  0.15
C: 1.3263 1.3080 -0.4689  -0.38
N: 1.9641 0.7280 0.6006  0.13
C: 2.0013 -0.6801 0.9215  -0.25
C: 0.9061 -1.5230 0.7930  -0.18
C: 1.1853 -2.8610 1.1453  -0.21
C: 2.4024 -3.3021 1.6343  -0.11
C: 3.4596 -2.4061 1.7903  -0.06
C: 3.2504 -1.0914 1.4203  -0.25
O: 4.2327 -0.1181 1.4952  -0.12
C: 5.5202 -0.5285 1.8796  -0.10
N: 0.0778 1.1220 -0.7409  0.11
C: -0.4267 1.8904 -1.8197  -0.24
C: -1.2463 2.9797 -1.5295  -0.03
C: -1.7397 3.8085 -2.5258  -0.10
C: -1.4209 3.5514 -3.8512  -0.10
C: -0.6243 2.4607 -4.1625  -0.01
C: -0.1252 1.6279 -3.1678  -0.26
O: 0.7347 0.6424 -3.5534  -0.08
C: 0.3906 -0.6972 -3.1740  -0.08
H: 2.5557 -2.1566 -1.6962  0.09
H: 4.1982 -1.7838 -1.1559  0.09
H: 3.8205 -1.7988 -2.9101  0.10
H: 5.6949 -0.4052 -2.2437  0.11
H: 7.2680 1.4614 -1.9526  0.10
H: 6.4524 3.6911 -1.2502  0.09
H: 4.0136 4.0149 -0.8314  0.11
H: 1.6350 2.7043 -1.8905  0.14
H: 2.8684 1.1473 0.7630  0.12
H: 0.3918 -3.5989 1.0427  0.04
H: 2.5465 -4.3435 1.9051  0.09
H: 4.4133 -2.7401 2.1769  0.09
H: 6.1537 0.3542 1.8235  0.09
H: 5.9139 -1.2953 1.2033  0.09
H: 5.5284 -0.9210 2.9010  0.09
H: -1.4924 3.1626 -0.4898  0.12
H: -2.3747 4.6439 -2.2603  0.10
H: -1.7960 4.1890 -4.6423  0.10
H: -0.3655 2.2268 -5.1873  0.12
H: 1.0117 -1.3475 -3.7858  0.09
H: -0.6606 -0.8960 -3.3815  0.08
H: 0.5947 -0.8777 -2.1175  0.04

Results
M in g mol⁻¹: 899.63
HOMO level (alpha / beta) in eV: -4.37 / -3.20
Net charge: -1
HOMO-LUMO gap (alpha / beta) in eV: 6.7 / 4.6

---

Order from most stable to least stable according to the calculation: *2*, *1*

---

*1*
Molecular formula: C2H7O2
Method: DFT, ωB97M-V with the def2-TZVPD basis set

Each line ends with the natural charge from an NBO analysis.
Geometry (Å):
O: 1.9345 1.4749 -1.8605  -1.04
H: 1.0650 1.2169 -1.3645  0.51
C: -0.1043 -0.3722 0.1480  -0.01
O: -0.2301 0.5464 -0.8518  -0.94
C: -1.4036 -0.6768 0.9444  -0.65
H: 0.6766 0.0783 0.8224  0.07
H: 0.3447 -1.3654 -0.0714  0.07
H: 2.6216 1.4531 -1.1847  0.43
H: -2.1077 0.1495 0.8995  0.20
H: -1.0510 -0.8724 1.9673  0.17
H: -1.7456 -1.6323 0.5514  0.18

Results
M in g mol⁻¹: 63.08
HOMO level in eV: -2.76
Net charge: -1
HOMO-LUMO gap in eV: 7.4

---

*2*
Molecular formula: C2H7O2
Method: DFT, ωB97M-V with the def2-TZVPD basis set

Each line ends with the natural charge from an NBO analysis.
Geometry (Å):
O: 1.0600 2.4274 1.1398  -1.17
H: 1.2718 2.1412 2.0354  0.41
C: -0.2705 -0.2503 0.0942  -0.04
O: 0.9923 0.2829 -0.0506  -0.85
C: -0.6024 -1.2475 -1.0077  -0.62
H: -1.0400 0.5417 0.0672  0.13
H: -0.3912 -0.7527 1.0598  0.10
H: 1.0261 1.3089 0.5347  0.49
H: 0.0951 -2.0881 -1.0227  0.18
H: -0.5200 -0.7375 -1.9660  0.19
H: -1.6212 -1.6259 -0.8839  0.17

Results
M in g mol⁻¹: 63.08
HOMO level in eV: -3.55
Net charge: -1
HOMO-LUMO gap in eV: 8.0

---

Order from most stable to least stable according to the calculation: *2*, *1*

---

*1*
Molecular formula: C4H11N3O
Method: DFT, ωB97M-V with the def2-TZVPD basis set

Each line ends with the Löwdin spin population.
Geometry (Å):
C: 0.3586 1.4940 0.1897  0.02
C: 1.0249 0.4292 1.0872  0.03
C: 1.5917 -0.8339 0.4959  0.08
N: 2.1062 -0.6019 -0.8334  0.49
N: -0.6477 0.8751 -0.8183  0.21
C: -1.4796 -0.1217 -0.2758  -0.03
N: -2.0093 0.2558 0.9409  0.69
O: -1.3049 -1.3504 -0.6705  -0.06
H: 0.8926 2.1388 -0.5460  0.00
H: -0.3598 2.1357 0.6947  0.01
H: 1.7489 1.0475 1.6945  0.01
H: 0.2529 0.1014 1.7169  0.00
H: 0.8591 -1.6605 0.3065  0.01
H: 2.4371 -1.1608 1.1253  0.06
H: 2.5763 -1.4802 -1.2561  0.01
H: 2.8054 0.2249 -0.8506  0.01
H: -0.0389 0.4358 -1.5018  0.00
H: -2.8621 -0.3198 1.1862  0.01
H: -2.9904 -0.1681 -1.2118  -0.53

Results
M in g mol⁻¹: 117.15
HOMO level (alpha / beta) in eV: -14.53 / -13.70
Spin multiplicity: 2
Expectation value of S²: 1.703
Net charge: +1
HOMO-LUMO gap (alpha / beta) in eV: 9.6 / 4.8

---

*2*
Molecular formula: C4H11N3O
Method: DFT, ωB97M-V with the def2-TZVPD basis set

Each line ends with the Löwdin spin population.
Geometry (Å):
C: -0.6250 -0.7305 0.3691  0.07
N: -0.3965 -1.0655 -1.0097  0.55
C: -1.3933 -0.7313 -2.0188  0.02
N: -2.5283 -0.0295 -1.6184  -0.01
O: -1.1390 -0.9642 -3.1621  0.12
C: 0.6865 -0.6671 1.1325  0.01
N: 1.4318 0.4145 0.3928  0.15
C: 1.8279 1.5989 1.2768  0.02
H: -1.3785 -1.3513 0.9642  0.02
H: -1.0797 0.3142 0.3080  0.04
H: 0.5946 -0.9004 -1.2251  0.00
H: -2.9315 0.4311 -2.4161  0.00
H: -2.6071 0.2049 -0.6482  0.00
H: 0.5911 -0.4971 2.1840  0.00
H: 1.2611 -1.6135 1.1410  0.00
H: 2.3324 0.0886 0.0662  0.00
H: 1.0323 1.5676 2.1245  0.00
H: 2.8848 1.4653 1.4432  0.00
H: 1.4365 2.4654 0.6960  0.01

Results
M in g mol⁻¹: 117.15
HOMO level (alpha / beta) in eV: -14.63 / -13.88
Spin multiplicity: 2
Expectation value of S²: 0.760
Net charge: +1
HOMO-LUMO gap (alpha / beta) in eV: 11.7 / 5.3

---

Order from most stable to least stable according to the calculation: *2*, *1*